(1)
A gas-phase ion, C2H7FN5 (charge +1) in a non-equilibrium geometry. Source: the OMol25 dataset; level of theory: ωB97M-V/def2-TZVPD.

Results
**SMILES**: NC(N)=[NH+]/C(N)=N\F
**Charge**: +1
**LUMO energy**: -3.75 eV
**E_tot**: -453.76374 hartree
**ΔE to the lowest compared entry with this formula, charge and spin**: 0.0 kJ/mol
**HOMO-LUMO gap**: 10.5 eV
**Max |F|**: 4.0 eV Å⁻¹

Each line ends with the natural charge from an NBO analysis.
Atoms and positions in Å:
1 C -0.052 1.460 0.133  0.484
2 C -0.107 -0.979 -0.211  0.701
3 N -0.380 2.483 -0.513  -0.039
4 N 0.856 1.461 1.181  -0.848
5 N -0.838 -2.093 -0.558  -0.799
6 N 1.163 -1.234 0.140  -0.735
7 N -0.693 0.232 -0.163  -0.580
8 F -1.243 2.218 -1.549  -0.223
9 H 1.197 2.413 1.405  0.433
10 H 0.792 1.004 2.067  0.424
11 H -0.431 -2.560 -1.333  0.417
12 H -1.837 -2.161 -0.657  0.427
13 H 1.506 -2.150 0.217  0.443
14 H 1.698 -0.380 0.340  0.443
15 H -1.631 0.286 -0.499  0.452

(2)
6 unconnected molecules or ions with the total composition CH14O5S2 in a non-equilibrium geometry. Source: the OMol25 dataset; level of theory: ωB97M-V/def2-TZVPD.

Results
**SMILES**: CSS.O.O.O.O.O
**Charge**: 0
**LUMO energy**: 0.20 eV
**E_tot**: -1219.03714 hartree
**ΔE to the lowest compared entry with this formula, charge and spin**: 124.8 kJ/mol
**HOMO-LUMO gap**: 9.1 eV
**Max |F|**: 2.6 eV Å⁻¹

Each line ends with the natural charge from an NBO analysis.
Atoms and positions in Å:
1 C -3.085 1.128 -0.273  -0.759
2 S -2.308 1.266 -1.911  0.070
3 S -0.722 2.455 -1.986  -0.145
4 H -4.142 0.857 -0.333  0.241
5 H -3.111 2.178 0.039  0.221
6 H -2.666 0.523 0.529  0.226
7 H 0.330 1.672 -2.282  0.140
8 H 0.513 -3.403 -1.298  0.487
9 H 0.651 -2.253 -0.180  0.478
10 O 0.218 -3.074 -0.441  -0.967
11 H 0.297 1.575 2.023  0.472
12 H 0.491 2.531 0.895  0.478
13 O 0.444 1.582 1.068  -0.949
14 H 1.235 -1.527 1.691  0.472
15 H -0.163 -2.100 2.070  0.484
16 O 0.584 -1.589 2.406  -0.967
17 H 1.600 -0.137 -1.197  0.490
18 H 0.332 -0.212 -2.093  0.470
19 O 1.275 -0.390 -2.059  -0.955
20 H 3.420 -0.660 1.215  0.480
21 H 2.174 0.022 1.424  0.487
22 O 2.632 -0.444 0.692  -0.954

(3)
C7H12 in the gas phase. Source: the OMol25 dataset; level of theory: ωB97M-V/def2-TZVPD.

Results
**Charge**: 0
**LUMO energy**: 0.90 eV
**E_tot**: -273.71434 hartree
**ΔE to the lowest compared entry with this formula, charge and spin**: 509.9 kJ/mol
**HOMO-LUMO gap**: 8.3 eV
**Max |F|**: 0.5 eV Å⁻¹

Each line ends with the natural charge from an NBO analysis.
Atoms and positions in Å:
1 C -3.176 0.854 -0.072  -0.600
2 C -2.055 0.036 -0.700  -0.396
3 C -0.765 0.150 0.096  -0.380
4 C 0.374 -0.685 -0.472  -0.455
5 C 1.589 -0.543 0.367  -0.097
6 C 2.830 -0.366 0.301  -0.248
7 C 4.173 -0.180 0.538  -0.610
8 H -3.366 0.521 0.955  0.202
9 H -2.905 1.915 -0.029  0.202
10 H -4.109 0.763 -0.637  0.209
11 H -2.346 -1.021 -0.757  0.193
12 H -1.878 0.365 -1.734  0.195
13 H -0.928 -0.165 1.134  0.201
14 H -0.436 1.198 0.138  0.198
15 H 0.075 -1.739 -0.548  0.224
16 H 0.610 -0.359 -1.499  0.210
17 H 2.744 -0.352 1.511  0.505
18 H 4.611 0.802 0.394  0.224
19 H 4.809 -1.056 0.580  0.221

(4)
A molecular structure, C3H4N2O2S in a non-equilibrium geometry. Source: the OMol25 dataset; level of theory: ωB97M-V/def2-TZVPD.

Results
**Charge**: 0
**LUMO energy**: 0.11 eV
**E_tot**: -774.78089 hartree
**ΔE to the lowest compared entry with this formula, charge and spin**: 383.0 kJ/mol
**HOMO-LUMO gap**: 8.4 eV
**Max |F|**: 7.9 eV Å⁻¹

Each line ends with the natural charge from an NBO analysis.
Atoms and positions in Å:
1 C -0.265 0.387 -0.752  0.474
2 C 1.177 -1.104 0.218  0.713
3 C -0.065 0.633 0.595  -0.209
4 H -1.425 1.800 -1.663  0.533
5 H 0.432 -1.461 -1.932  0.458
6 H 1.598 0.113 1.977  0.427
7 H -2.194 0.518 1.467  0.134
8 N 0.668 -0.685 -0.976  -0.607
9 N 0.638 -0.387 1.281  -0.581
10 O -1.164 0.756 -1.663  -0.671
11 O 1.903 -2.173 0.029  -0.647
12 S -1.302 1.605 1.420  -0.022

(5)
7 unconnected molecules or ions with the total composition H14O7 in a non-equilibrium geometry. Source: the OMol25 dataset; level of theory: ωB97M-V/def2-TZVPD.

Results
**SMILES**: O.O.O.O.O.O.O
**Charge**: 0
**LUMO energy**: 0.43 eV
**E_tot**: -535.10661 hartree
**ΔE to the lowest compared entry with this formula, charge and spin**: 45.2 kJ/mol
**HOMO-LUMO gap**: 11.7 eV
**Max |F|**: 3.6 eV Å⁻¹

Each line ends with the natural charge from an NBO analysis.
Atoms and positions in Å:
1 H 0.697 -0.777 -1.795  0.500
2 H 1.652 0.170 -1.014  0.498
3 H -0.474 0.679 -1.608  0.506
4 H -1.537 -0.393 -1.634  0.502
5 H 0.642 -1.251 1.328  0.500
6 H -0.843 -0.957 1.470  0.499
7 H -0.220 1.812 1.575  0.510
8 H 0.422 2.809 0.573  0.477
9 H -2.379 0.942 1.370  0.482
10 H -1.593 0.669 0.006  0.509
11 H 1.637 0.908 1.086  0.511
12 H 3.072 0.316 0.935  0.491
13 H -0.579 -2.057 -0.455  0.519
14 H -0.471 -3.005 -1.695  0.495
15 O 1.145 0.119 -1.848  -0.995
16 O -1.462 0.587 -1.523  -0.973
17 O -0.237 -1.666 1.301  -0.992
18 O 0.603 2.398 1.486  -0.987
19 O -1.535 0.685 1.035  -1.034
20 O 2.060 0.058 0.845  -1.005
21 O -0.601 -2.049 -1.438  -1.013

(6)
A molecular structure, C33H87Li2N7O15 in a non-equilibrium geometry. Source: the OMol25 dataset; level of theory: ωB97M-V/def2-TZVPD.

Results
**Charge**: 0
**LUMO energy**: -1.42 eV
**E_tot**: -2835.89739 hartree
**HOMO-LUMO gap**: 3.0 eV
**Max |F|**: 10.3 eV Å⁻¹

Each line ends with the Mulliken charge.
Atoms and positions in Å:
1 Li -1.809 -3.918 2.293  0.723
2 Li 4.529 -4.587 2.292  0.790
3 O 1.039 -2.503 1.010  -0.826
4 C 0.919 -1.141 0.694  -0.322
5 C -0.483 -0.433 0.513  -0.327
6 O -1.645 -0.849 1.194  -0.788
7 H 1.537 -1.011 -0.195  0.205
8 H 1.485 -0.532 1.398  0.167
9 H -0.676 -0.549 -0.553  0.089
10 H -0.305 0.640 0.579  0.173
11 C -5.499 3.136 4.074  0.663
12 O -6.124 4.075 4.649  -0.723
13 N -4.591 3.378 3.288  -0.324
14 N -5.609 1.827 4.232  -0.436
15 H -4.371 4.322 3.004  0.213
16 H -3.988 2.638 2.958  0.163
17 H -5.187 1.146 3.618  0.218
18 H -6.436 1.664 4.788  0.226
19 C -7.841 5.323 -1.201  -0.717
20 O -7.673 5.093 -2.580  -0.333
21 C -6.933 3.906 -3.037  -0.589
22 C -5.459 3.847 -2.591  -0.647
23 N -4.806 5.116 -3.012  -0.296
24 C -3.390 5.161 -2.549  -0.718
25 C -2.904 6.523 -3.193  -0.576
26 O -3.722 7.584 -2.552  -0.316
27 C -3.408 8.892 -3.016  -0.730
28 H -8.306 6.304 -1.102  0.259
29 H -6.972 5.390 -0.548  0.279
30 H -8.492 4.602 -0.707  0.315
31 H -6.991 3.977 -4.123  0.295
32 H -7.369 2.955 -2.731  0.384
33 H -4.952 3.002 -3.056  0.462
34 H -5.441 3.697 -1.511  0.293
35 H -5.282 5.930 -2.653  0.312
36 H -2.852 4.265 -2.859  0.413
37 H -3.258 5.158 -1.467  0.307
38 H -3.128 6.481 -4.259  0.324
39 H -1.848 6.688 -2.982  0.467
40 H -2.413 9.113 -2.628  0.280
41 H -4.089 9.617 -2.570  0.234
42 H -3.491 8.984 -4.099  0.298
43 C -1.569 -9.007 2.902  -0.717
44 O -2.814 -8.867 2.244  -0.314
45 C -2.695 -8.194 1.020  -0.498
46 C -3.965 -7.410 0.760  -0.821
47 N -4.107 -6.223 1.670  -0.204
48 C -4.803 -6.580 2.936  -0.764
49 C -4.606 -5.480 3.940  -0.581
50 O -3.290 -5.584 4.477  -0.243
51 C -3.010 -4.737 5.581  -0.921
52 H -1.844 -9.343 3.902  0.239
53 H -1.053 -8.047 2.923  0.296
54 H -0.957 -9.812 2.497  0.320
55 H -2.590 -8.993 0.286  0.367
56 H -1.843 -7.557 0.785  0.356
57 H -4.795 -8.105 0.884  0.293
58 H -4.188 -7.114 -0.265  0.493
59 H -4.629 -5.471 1.244  0.288
60 H -4.348 -7.471 3.368  0.293
61 H -5.812 -6.991 2.911  0.424
62 H -5.310 -5.507 4.772  0.419
63 H -4.767 -4.491 3.511  0.369
64 H -3.289 -5.252 6.500  0.297
65 H -3.375 -3.710 5.604  0.375
66 H -1.938 -4.547 5.521  0.277
67 C 6.776 -2.829 0.644  -0.756
68 O 6.812 -3.507 1.890  -0.257
69 C 7.732 -2.947 2.860  -0.593
70 C 7.697 -3.551 4.251  -0.870
71 N 6.325 -3.494 4.760  -0.209
72 C 5.845 -2.170 5.213  -0.654
73 C 4.582 -2.283 6.052  -0.520
74 O 4.809 -3.184 7.142  -0.358
75 C 3.673 -3.813 7.828  -0.743
76 H 6.225 -3.458 -0.056  0.262
77 H 7.763 -2.607 0.238  0.295
78 H 6.272 -1.878 0.818  0.338
79 H 7.581 -1.868 2.898  0.414
80 H 8.720 -3.153 2.450  0.426
81 H 8.401 -3.022 4.894  0.359
82 H 8.048 -4.574 4.110  0.380
83 H 6.360 -4.001 5.633  0.285
84 H 5.808 -1.505 4.350  0.403
85 H 6.595 -1.651 5.810  0.319
86 H 3.708 -2.688 5.544  0.358
87 H 4.246 -1.337 6.476  0.338
88 H 2.807 -3.155 7.904  0.317
89 H 3.885 -3.990 8.882  0.265
90 H 3.380 -4.696 7.260  0.281
91 C 7.811 6.271 -2.148  -0.784
92 O 6.688 6.002 -1.387  -0.272
93 C 6.843 4.818 -0.619  -0.593
94 C 5.525 4.594 0.226  -0.616
95 N 5.013 5.783 0.974  -0.384
96 C 3.699 5.429 1.568  -0.671
97 C 3.038 6.549 2.398  -0.609
98 O 2.503 7.551 1.510  -0.286
99 C 1.793 8.679 2.106  -0.786
100 H 7.867 7.169 -2.764  0.272
101 H 8.063 5.496 -2.872  0.296
102 H 8.654 6.345 -1.460  0.321
103 H 7.648 4.876 0.114  0.360
104 H 7.057 3.960 -1.256  0.393
105 H 5.781 3.746 0.861  0.303
106 H 4.714 4.291 -0.437  0.380
107 H 4.864 6.613 0.417  0.255
108 H 3.751 4.525 2.175  0.443
109 H 2.912 5.144 0.870  0.385
110 H 3.799 6.931 3.078  0.327
111 H 2.168 6.117 2.892  0.389
112 H 1.290 9.349 1.410  0.272
113 H 2.441 9.358 2.659  0.308
114 H 1.003 8.411 2.808  0.297
115 C 3.461 0.146 -7.173  -0.690
116 O 2.575 0.286 -6.056  -0.323
117 C 1.187 0.207 -6.426  -0.588
118 C 0.722 -1.238 -6.455  -0.435
119 N -0.626 -1.238 -6.753  -0.318
120 C -1.308 -2.550 -7.101  -0.588
121 C -2.225 -2.941 -5.916  -0.633
122 O -3.300 -1.949 -5.731  -0.277
123 C -4.263 -2.020 -6.717  -0.799
124 H 3.192 0.821 -7.985  0.291
125 H 3.412 -0.881 -7.533  0.260
126 H 4.524 0.279 -6.972  0.270
127 H 0.987 0.717 -7.368  0.380
128 H 0.670 0.773 -5.652  0.292
129 H 0.784 -1.547 -5.412  0.204
130 H 1.332 -1.887 -7.084  0.396
131 H -0.986 -0.900 -5.872  0.272
132 H -0.582 -3.361 -7.144  0.327
133 H -1.805 -2.451 -8.067  0.327
134 H -1.650 -3.071 -5.000  0.387
135 H -2.674 -3.901 -6.169  0.362
136 H -5.035 -2.773 -6.562  0.294
137 H -3.910 -1.952 -7.746  0.282
138 H -4.797 -1.072 -6.768  0.302
139 O 3.233 -6.463 -1.819  -0.650
140 H 3.137 -6.555 -2.767  0.312
141 H 2.543 -5.850 -1.566  0.338
142 O -6.231 -2.069 -1.168  -0.650
143 H -5.485 -1.710 -0.687  0.338
144 H -6.022 -1.910 -2.089  0.310

Which value of E_tot does entry 5 give? -535.10661 hartree